Record 1
A 28-piece molecular cluster, C15H76N2O28Si overall, computed with ωB97M-V/def2-TZVPD.

Calculated total energy in eV: -84947.02871

The geometry in ORCA input format:
```
! RIJCOSX wB97M-V def2-TZVPD def2/J DEFGRID3
* xyz 2 1
C 4.8231 -2.6333 -1.9116
Si 4.5675 -1.7398 -0.1812
C 5.8041 -0.2631 -0.1684
C 4.9112 -3.0748 1.1769
N 2.8212 -1.2575 -0.1490
C 1.8117 -2.4213 -0.0631
C 0.1820 -2.2448 -0.0672
C -0.4194 -0.6910 -0.1728
C -2.0526 -0.5585 -0.2218
C -2.9940 -0.6469 1.1265
C -4.6231 -0.5531 0.9649
N -5.2483 -0.3775 -0.4217
C -6.7916 -0.3532 -0.4325
C -7.2283 -1.9652 -0.3396
O -6.7310 -2.7143 -1.5372
C -4.4697 -0.2786 -1.7174
C -2.8009 -0.3575 -1.7024
C 0.6677 0.5347 -0.2136
C 2.2994 0.1677 -0.1992
H 5.9057 -3.0671 -2.0294
H 3.9805 -3.4508 -2.0613
H 4.6051 -1.7964 -2.7320
H 5.5340 0.6028 -0.9365
H 6.8471 -0.6979 -0.5537
H 6.0419 0.1579 0.9199
H 5.9522 -2.9125 1.7349
H 4.0694 -3.0718 2.0129
H 4.9122 -4.1742 0.7341
H 2.2175 -3.5414 0.0131
H -0.5467 -3.1735 -0.0101
H -2.4473 -0.8158 2.1549
H -5.3038 -0.6393 1.9156
H -7.2342 0.0505 -1.4378
H -7.2454 0.1500 0.5248
H -6.6652 -2.4501 0.5934
H -8.3746 -2.1189 -0.1610
H -6.4421 -3.6394 -1.2624
H -4.9693 -0.1451 -2.7922
H -2.2097 -0.3111 -2.7236
H 0.2756 1.6478 -0.2524
H 3.0529 1.0819 -0.2478
O -5.0701 -4.4525 -2.9894
H -4.8772 -3.5034 -2.9603
H -5.8764 -4.5112 -3.5237
O 7.6432 -3.9061 0.3260
H 8.2047 -3.3303 0.8666
H 7.9284 -4.8012 0.5636
O 0.0750 0.5496 -3.5728
H 0.4101 0.2460 -2.7158
H 0.7912 0.3413 -4.1913
O 1.9135 1.3152 2.9093
H 2.1768 0.7401 2.1752
H 2.5860 1.1517 3.5875
O 6.0299 1.9891 2.8270
H 6.2228 2.9382 2.8561
H 5.2236 1.9305 2.2927
O -8.3093 1.1701 -3.4420
H -8.2584 0.2122 -3.5793
H -8.2559 1.5380 -4.3368
O 2.8480 4.2531 4.0530
H 2.7956 3.3350 3.7477
H 2.8326 4.1797 5.0191
O 5.1299 6.1274 4.5288
H 5.3228 7.0765 4.5579
H 4.3236 6.0687 3.9945
O -0.4432 4.4195 4.2749
H 0.5210 4.4761 4.1972
H -0.6014 3.5094 4.5675
O -10.2889 -3.6656 0.4618
H -11.0794 -4.1801 0.6839
H -9.7554 -4.2744 -0.0708
O 4.3390 -4.8514 -4.0283
H 4.9923 -5.5633 -3.9553
H 4.5306 -4.4451 -4.8869
O -8.5616 -4.0239 -3.7266
H -8.0001 -3.4481 -3.1860
H -8.2764 -4.9190 -3.4890
O -4.6568 -2.1128 3.6996
H -4.7092 -3.0309 3.3942
H -4.6722 -2.1862 4.6657
O -1.1141 7.1546 5.1789
H -1.0632 6.1968 5.0415
H -1.0608 7.5225 4.2840
O 9.5063 -2.2640 -1.4665
H 8.7158 -2.7786 -1.2444
H 10.0398 -2.8728 -1.9991
O -7.1599 3.7207 -4.7481
H -6.7922 4.5723 -4.4678
H -7.2860 3.2359 -3.9186
O 5.6063 -6.7983 -5.9937
H 4.8158 -7.3129 -5.7716
H 6.1398 -7.4071 -6.5264
O -9.9990 3.6022 -2.9424
H -10.8374 3.1997 -2.6704
H -9.4018 2.8471 -3.0528
O 3.9251 -2.9447 -5.7928
H 4.1180 -1.9956 -5.7637
H 3.1188 -3.0033 -6.3271
O -10.6680 4.3064 -0.1462
H -10.2282 3.6134 0.3688
H -10.2420 4.2581 -1.0153
O -7.7298 -5.8334 -0.9408
H -7.3947 -6.1370 -0.0838
H -7.0136 -6.0418 -1.5593
O 6.0416 8.9962 3.0364
H 6.7234 9.5857 3.3922
H 6.4969 8.5098 2.3327
O 7.7083 7.3340 1.3233
H 7.9404 6.7478 2.0591
H 8.1132 6.9117 0.5509
O 5.7416 2.7307 5.4389
H 6.4234 3.3202 5.7947
H 6.1969 2.2444 4.7352
O 11.7416 -3.0649 -2.9850
H 12.4234 -2.4754 -2.6292
H 12.1969 -3.5512 -3.6887
O -7.6480 -1.9417 4.2317
H -6.6838 -1.8851 4.1540
H -7.8062 -2.8518 4.5243
O 4.6320 9.5571 5.6239
H 5.0718 8.8641 6.1389
H 5.0580 9.5087 4.7548
*
```

***

Record 2
C15H7MnN3O9 as an isolated structure, computed with ωB97M-V/def2-TZVPD.

Calculated total energy in eV: -69893.22183

The geometry in ORCA input format:
```
! RIJCOSX wB97M-V def2-TZVPD def2/J DEFGRID3
* xyz -2 6
Mn 1.4701 0.0356 0.1295
O -2.4350 3.6825 3.4799
C -1.6292 2.8497 2.7458
C -1.2962 1.5816 3.2010
C -0.4753 0.8028 2.4059
N -0.0045 1.2512 1.2500
C -0.3565 2.4462 0.7873
C -1.1736 3.2951 1.5138
C 0.1373 2.7622 -0.6377
O -0.1940 3.8569 -1.1065
O 0.8226 1.8423 -1.1609
C -0.1166 -0.6532 2.7449
O -0.5997 -1.1126 3.7872
O 0.5770 -1.2315 1.8650
H -2.6593 3.2258 4.2942
H -1.6606 1.1734 4.1363
H -1.4458 4.2586 1.1085
O 5.5468 0.1003 0.4532
C 4.3575 -0.0352 0.1928
O 3.3783 0.5114 0.8210
C 3.9243 -0.9658 -1.0128
O 4.7709 -1.5135 -1.7068
O 2.6485 -1.0638 -1.1745
N -2.9047 -4.2359 -4.5151
C -2.3090 -3.5750 -3.7867
C -1.5614 -2.7416 -2.8728
C -1.4079 -3.1258 -1.5458
C -0.6893 -2.2885 -0.7038
N -0.1575 -1.1457 -1.1264
C -0.2942 -0.7827 -2.3986
C -0.9951 -1.5516 -3.3154
H -1.8303 -4.0508 -1.1799
H -0.5196 -2.5224 0.3410
H 0.1759 0.1551 -2.6702
H -1.0941 -1.2350 -4.3438
*
```

***

Record 3
C15H8ClCoIN3O2S2 as an isolated structure, computed with ωB97M-V/def2-TZVPD.

Calculated total energy in eV: -104173.99395

The geometry in ORCA input format:
```
! RIJCOSX wB97M-V def2-TZVPD def2/J DEFGRID3
* xyz -1 2
Co -0.8740 0.2344 0.3946
Cl 3.1764 -4.5322 2.9941
C 1.9323 -3.3282 2.7497
C 1.1010 -2.9960 3.7831
C 0.0958 -2.0292 3.6270
I -1.1379 -1.5507 5.2310
C -0.1027 -1.3664 2.4189
O -0.9895 -0.4650 2.1873
C 0.7793 -1.7523 1.3509
N 0.5440 -1.0969 0.1795
C 1.3106 -1.3215 -0.8579
C 2.3676 -2.2519 -0.8034
C 2.6060 -2.9417 0.3482
C 1.7981 -2.7049 1.4869
H 1.2239 -3.4844 4.7403
H 1.1008 -0.7464 -1.7479
H 2.9886 -2.3876 -1.6773
H 3.4133 -3.6588 0.4118
O -0.9404 0.5925 -1.4850
N -1.5855 1.7080 -1.8104
C -1.3111 2.2386 -3.0191
C -1.9687 3.3476 -3.4707
C -2.9369 3.9293 -2.6437
C -3.1871 3.3853 -1.4124
C -2.4907 2.2500 -0.9537
S -2.7071 1.5350 0.5795
H -0.5381 1.7129 -3.5578
H -1.7202 3.7554 -4.4389
H -3.4742 4.8113 -2.9671
H -3.9137 3.8171 -0.7393
S 0.7812 2.1523 0.7200
C 1.9365 1.7335 -0.4109
N 2.7222 1.4108 -1.2070
*
```

***

Record 4
C15H92BClIN2O40 as an isolated structure, computed with ωB97M-V/def2-TZVPD.

Calculated total energy in eV: -123231.54218

The geometry in ORCA input format:
```
! RIJCOSX wB97M-V def2-TZVPD def2/J DEFGRID3
* xyz -1 1
C 2.5522 -2.4544 -1.9846
C 1.8636 -1.8067 -1.2464
C 0.7128 -1.2665 -0.4541
C 1.0651 -1.6927 0.9777
C 0.8325 -3.1893 1.2703
C 1.7542 -3.6322 2.4151
O 1.2496 -3.2293 3.6940
O -0.4899 -1.7722 -0.9845
B -0.7341 -1.0515 -2.2149
Cl -0.1064 -1.8387 -3.7829
I -2.9206 -0.6604 -2.7118
O -0.1866 0.2891 -1.8958
C 0.4678 0.2759 -0.7212
C -0.1298 1.1222 0.3943
C -1.6702 1.0797 0.5358
C -2.2182 0.1000 1.6038
C -3.4055 -0.6580 0.9829
N -3.9585 -1.6992 1.8962
C -3.0240 -2.8470 1.9985
C -5.1294 -2.2135 1.2177
C -5.0274 -2.9229 -0.1273
O -6.2244 -2.0577 1.7049
O 1.9023 0.7932 -0.8023
C 2.1773 1.3984 -1.9046
N 2.6402 1.7406 -2.9050
H 3.0993 -3.0794 -2.6607
H 2.1412 -1.5195 1.0682
H 0.5840 -1.1088 1.7607
H 0.9867 -3.8121 0.3890
H -0.1849 -3.2815 1.6513
H 2.7356 -3.1556 2.3050
H 1.9356 -4.7114 2.4087
H 1.8681 -2.6088 4.0857
H 0.1209 2.1643 0.1627
H 0.3184 0.9239 1.3690
H -1.9541 2.0713 0.8645
H -2.1895 0.9169 -0.4047
H -1.5030 -0.6658 1.9111
H -2.5059 0.6275 2.5156
H -2.9920 -1.1689 0.1065
H -4.1995 0.0038 0.6269
H -2.2165 -2.8052 1.2605
H -3.5270 -3.8053 1.8540
H -2.6115 -2.8463 3.0081
H -3.9878 -3.0179 -0.4500
H -5.4175 -3.9404 -0.0891
H -5.5184 -2.3061 -0.8802
O 2.4338 -0.4223 3.8748
H 2.0959 0.4673 4.0518
H 3.1644 -0.2749 3.2657
O -5.3155 -5.4915 -1.5454
H -5.0053 -5.9000 -2.3627
H -5.8811 -6.1679 -1.1557
O -0.8376 -5.1135 -5.0609
H -0.3743 -4.2654 -5.0160
H -0.6871 -5.4214 -5.9617
O 2.8439 -1.8262 6.6826
H 2.7157 -1.4684 5.7930
H 2.3049 -2.6255 6.7009
O -8.0830 -5.3043 -0.9941
H -8.8525 -4.7310 -1.0575
H -7.4386 -4.7749 -0.5104
O 3.0374 0.7963 8.2073
H 2.1721 1.2033 8.1047
H 2.8868 -0.1389 8.0197
O -3.4917 -5.1419 -6.2916
H -4.1012 -4.8309 -5.6095
H -2.6184 -4.8986 -5.9496
O -1.3592 -5.4842 2.2927
H -0.5091 -5.5071 1.8401
H -1.1348 -5.2321 3.1948
O -4.6868 -3.7858 -3.9802
H -4.9387 -4.2385 -3.1658
H -5.0288 -2.8928 -3.8591
O -1.5148 3.6078 2.6617
H -2.2716 4.1957 2.5939
H -0.8841 4.1050 3.1855
O 5.3808 -2.0441 7.9073
H 5.4540 -2.6789 8.6256
H 4.4486 -2.0786 7.6369
O 4.9979 -3.4353 -3.4784
H 5.3656 -2.5498 -3.3939
H 5.2140 -3.6987 -4.3806
O -2.4963 3.3000 -0.9754
H -1.8769 2.9080 -1.6034
H -2.9454 3.9841 -1.4846
O -1.8263 6.3272 -1.1619
H -1.4471 5.7703 -0.4699
H -1.0609 6.7260 -1.5887
O -1.3587 6.2249 2.1650
H -1.7950 6.9279 1.6685
H -0.4491 6.2440 1.8516
O -0.9787 5.6701 -3.6877
H -0.6277 5.0706 -4.3583
H -1.7128 6.1112 -4.1291
O -5.0958 2.3432 2.0022
H -5.9585 2.7318 1.8318
H -5.2297 1.3957 1.8860
O 7.0599 -5.2166 -4.7873
H 7.4431 -5.4945 -5.6219
H 6.5795 -5.9902 -4.4878
O -2.8904 8.7985 -2.9791
H -2.5069 8.2483 -2.2827
H -2.1276 9.2110 -3.4048
O 2.4498 2.5232 3.4045
H 2.1086 3.4036 3.5856
H 3.1798 2.6709 2.7941
O -6.4870 -3.9126 -7.0142
H -5.6335 -3.8904 -7.4620
H -6.2652 -3.7228 -6.0957
O -0.8318 -1.1990 4.2432
H -0.4163 -1.7618 4.9026
H -0.0874 -0.7727 3.8055
O 5.5351 2.4323 9.1482
H 4.7806 2.8387 9.5853
H 5.1752 1.6163 8.7768
O 0.7615 -7.6221 2.3526
H 0.8158 -8.1682 3.1422
H -0.1636 -7.6813 2.0858
O 7.6027 -7.0914 -2.1433
H 7.1285 -6.2646 -1.9998
H 8.3409 -6.8393 -2.7072
O -2.0203 10.7000 -5.1734
H -2.7867 11.1561 -4.8102
H -2.3757 9.8713 -5.5154
O 0.4762 12.3156 -5.9243
H 0.8017 11.9514 -6.7522
H -0.1381 11.6476 -5.5944
O 5.7237 -7.0322 -6.1945
H 5.1241 -7.4597 -5.5723
H 5.1602 -6.8080 -6.9457
O 0.4134 6.5514 -6.0939
H 1.2790 6.5323 -6.5138
H 0.5992 6.7279 -5.1642
O 6.5759 2.6723 11.9014
H 7.0806 3.4872 11.9757
H 6.6650 2.4232 10.9707
O -4.8870 10.4269 -1.1775
H -4.2693 10.0305 -1.8069
H -5.3360 11.1121 -1.6805
O -4.7576 11.0372 2.0830
H -4.2412 11.8468 2.1248
H -4.6220 10.7172 1.1814
O 8.8491 0.8242 10.2197
H 8.2488 0.4775 10.8879
H 8.2658 1.1517 9.5264
O 2.1306 1.4364 -6.2327
H 2.9930 1.5419 -6.6432
H 2.3087 1.5248 -5.2868
O 6.2535 -7.1925 -9.2332
H 6.7140 -7.6929 -8.5499
H 6.9379 -6.6444 -9.6291
*
```

***

Record 5
C15H9AuCl3N7O4 as an isolated structure, computed with ωB97M-V/def2-TZVPD.

Calculated total energy in eV: -75556.37362

The geometry in ORCA input format:
```
! RIJCOSX wB97M-V def2-TZVPD def2/J DEFGRID3
* xyz 2 1
Au -0.0042 0.3010 -1.8166
N 4.1864 0.0162 -1.8102
C 3.0627 0.0668 -2.5281
N 2.0473 0.2357 -1.6985
C 2.6195 0.2869 -0.4571
N 3.9213 0.1511 -0.5236
C 1.8210 0.4747 0.7297
C 2.3608 0.5350 2.0322
N 1.5688 0.7411 3.0455
C 0.2817 0.9148 2.8858
C -0.2706 0.8402 1.5980
N 0.5114 0.6117 0.5679
H 5.1447 -0.1117 -2.1192
H 2.9992 -0.0124 -3.5948
H 3.4200 0.4133 2.2155
H -0.3133 1.1075 3.7684
H -1.3269 0.9682 1.4122
Cl -0.9238 5.6113 -0.9847
C 0.0019 5.2069 -2.4609
Cl -0.8595 5.7202 -3.9371
Cl 1.6484 5.9023 -2.3817
C 0.1349 3.7816 -2.4562
N 0.2652 2.6466 -2.4052
O -3.7956 -1.4031 -2.3184
C -2.8036 -0.9643 -1.8248
O -2.0198 -0.0353 -2.0945
C -2.4213 -1.7310 -0.4721
C -1.2468 -2.4536 -0.4541
C -0.8488 -3.0216 0.7499
C -1.6551 -2.8773 1.8650
C -2.8693 -2.2175 1.8157
C -3.2659 -1.6355 0.6125
N -1.1474 -3.4131 3.1526
O -1.9012 -4.0222 3.8394
O 0.0044 -3.1214 3.3557
H -0.6579 -2.6084 -1.3457
H 0.0729 -3.5854 0.8095
H -3.5195 -2.1806 2.6783
H -4.2217 -1.1385 0.5480
*
```

***

Record 6
C15H9Cl5N2OSeW as an isolated structure, computed with ωB97M-V/def2-TZVPD.

Calculated total energy in eV: -150495.02960

The geometry in ORCA input format:
```
! RIJCOSX wB97M-V def2-TZVPD def2/J DEFGRID3
* xyz 2 3
W 0.5326 0.1258 -0.9006
Cl 5.6126 -2.3269 3.4642
C 4.1956 -1.7477 2.7205
C 4.1715 -1.5837 1.3317
Cl 5.5083 -1.9509 0.3432
C 3.0001 -1.1044 0.7745
Cl 2.8338 -0.8851 -0.9667
C 1.8762 -0.7986 1.5146
O 0.7506 -0.3339 0.8837
C 1.8938 -0.9609 2.8943
Cl 0.5043 -0.5761 3.7999
C 3.0651 -1.4384 3.4939
Cl 3.1119 -1.6431 5.1807
N 0.1234 3.0510 -1.5307
C 0.7258 4.2338 -1.5596
C 2.0860 4.0287 -1.3505
C 2.2332 2.6682 -1.2190
N 1.0274 2.0463 -1.3310
H -0.8502 2.8340 -1.6930
H 0.1629 5.1372 -1.7338
H 2.8543 4.7808 -1.3158
H 3.1236 2.0826 -1.0550
Se -1.2607 -0.4444 -2.3301
C -2.8993 -0.9596 -1.4693
C -3.9907 -1.0768 -2.3208
C -5.2141 -1.4298 -1.7702
C -5.3209 -1.6734 -0.4086
C -4.2088 -1.5660 0.4204
C -2.9799 -1.2067 -0.1044
H -3.8992 -0.9059 -3.3851
H -6.0796 -1.5238 -2.4110
H -6.2757 -1.9561 0.0128
H -4.2999 -1.7661 1.4791
H -2.1139 -1.1302 0.5416
*
```

***

Record 7
One molecule with the formula C16H10Br2N2O2, computed with ωB97M-V/def2-TZVPD.

Calculated total energy in eV: -163913.40365
SMILES: Brc1ccc(Cn2c(-c3ccc(Br)o3)nc3ccccc32)o1

The geometry in ORCA input format:
```
! RIJCOSX wB97M-V def2-TZVPD def2/J DEFGRID3
* xyz 0 1
Br -1.4909 -2.6994 -1.2579
C -0.6609 -2.3453 0.3726
C -1.0437 -2.6077 1.6521
C -0.0119 -2.0736 2.4629
C 0.9107 -1.5339 1.6157
O 0.5188 -1.7061 0.3327
C 2.1938 -0.8063 1.8692
N 2.4264 0.2229 0.8895
C 3.5879 0.3976 0.1746
C 4.8370 -0.1985 0.2494
C 5.7959 0.2395 -0.6416
C 5.5267 1.2417 -1.5770
C 4.2892 1.8416 -1.6574
C 3.3064 1.4124 -0.7709
N 2.0116 1.8202 -0.6268
C 1.5176 1.1106 0.3499
C 0.1586 1.2467 0.8172
C -0.4092 1.1288 2.0628
C -1.7863 1.3950 1.9059
C -1.9467 1.6565 0.5764
O -0.7905 1.5752 -0.0878
Br -3.4719 2.0737 -0.4054
H -2.5462 1.3966 2.6589
H 0.0883 0.9078 2.9839
H 4.0735 2.6155 -2.3755
H 6.3128 1.5489 -2.2502
H 6.7807 -0.2024 -0.6143
H 5.0623 -0.9709 0.9706
H 3.0357 -1.5059 1.8092
H 2.1722 -0.3914 2.8844
H 0.0307 -2.0917 3.5321
H -1.9364 -3.1053 1.9672
*
```

***

Record 8
A 5-piece molecular cluster, C16H10Cl16INO4 overall, computed with ωB97M-V/def2-TZVPD.

Calculated total energy in eV: -234884.12934
SMILES: CCON1C(=O)c2cccc(CC(=O)I)c2C1=O.ClC(Cl)(Cl)Cl.ClC(Cl)(Cl)Cl.ClC(Cl)(Cl)Cl.ClC(Cl)(Cl)Cl

The geometry in ORCA input format:
```
! RIJCOSX wB97M-V def2-TZVPD def2/J DEFGRID3
* xyz 0 1
C 6.4927 -0.4448 1.5121
C 6.3515 -1.2457 0.1099
O 4.9302 -1.4329 -0.1330
N 4.5277 -0.8850 -1.3323
C 4.5703 0.6178 -1.2829
O 5.4288 1.3781 -1.7786
C 3.3149 1.0784 -0.4189
C 3.0035 2.3739 0.3553
C 1.6229 2.4068 1.1083
C 0.6475 1.1715 1.0761
C 1.0700 -0.1127 0.2729
C 0.0766 -1.3702 0.2974
C 0.0835 -1.8938 1.8343
O -0.6449 -1.3274 2.6968
I 1.3745 -3.5387 2.4253
C 2.4056 -0.1844 -0.4964
C 3.0919 -1.3361 -1.3536
O 2.5799 -2.3150 -1.9225
H 7.4468 -0.7385 2.0886
H 6.4193 0.6921 1.3639
H 5.5782 -0.7479 2.1359
H 6.9255 -0.7626 -0.7475
H 6.8098 -2.2910 0.2607
H 3.7457 3.2333 0.3587
H 1.2952 3.3030 1.7245
H -0.3553 1.1674 1.6403
H 0.4289 -2.1989 -0.4187
H -0.9878 -1.0577 -0.0345
C -4.2116 -0.7821 -1.3395
Cl -3.3991 -0.7327 -2.9185
Cl -5.3767 -2.1225 -1.3144
Cl -3.0016 -1.0237 -0.0589
Cl -5.0640 0.7516 -1.0607
C -3.1267 -2.2981 5.5065
Cl -4.5072 -2.3225 6.6251
Cl -3.6772 -1.7867 3.8973
Cl -1.9013 -1.1589 6.1029
Cl -2.4210 -3.9252 5.4010
C -4.0821 4.7269 -0.7361
Cl -5.6972 4.0363 -0.4583
Cl -3.7160 5.9057 0.5415
Cl -2.8667 3.4312 -0.7104
Cl -4.0494 5.5371 -2.3164
C -6.2275 -0.3549 -5.7005
Cl -4.6943 -0.8363 -6.4594
Cl -7.2875 -1.7732 -5.5558
Cl -5.9046 0.3097 -4.0855
Cl -7.0221 0.8791 -6.7020
*
```

***

Among the records above, which one has the highest calculated total energy?
C15H7MnN3O9